# 1
{
  "formula": "Cl4H4Si3",
  "method": "wB97M-V/def2-TZVPD",
  "homo_energy_ev": -9.2,
  "largest_force_ha_per_bohr": 0.0375,
  "total_energy_ev": -73789.888,
  "relative_energy_ev": 2.208,
  "elements": ["Si", "Si", "Si", "Cl", "Cl", "Cl", "Cl", "H", "H", "H", "H"],
  "xyz": [[0.121, 2.102, -0.876], [-1.816, -1.041, 0.943], [0.317, -2.035, 0.692], [-1.697, 2.185, 0.373], [0.443, -3.628, 1.883], [1.654, -2.723, -0.812], [1.537, -0.583, 1.436], [0.015, 3.286, -1.821], [1.362, 2.246, 0.103], [0.145, 0.679, -1.467], [-2.080, -0.487, -0.453]],
  "mulliken_charge": [0.547, 0.194, 0.533, -0.285, -0.208, -0.288, -0.226, -0.091, -0.060, -0.069, -0.048]
}

=====

# 2
{
  "formula": "Cl4Hg4O20S",
  "method": "wB97M-V/def2-TZVPD",
  "homo_energy_ev": -13.8,
  "total_charge": 2,
  "largest_force_ha_per_bohr": 0.1310,
  "total_energy_ev": -118509.931,
  "relative_energy_ev": 0.000,
  "elements": ["Hg", "Hg", "Hg", "Hg", "S", "O", "O", "O", "O", "Cl", "O", "O", "O", "O", "Cl", "O", "O", "O", "O", "Cl", "O", "O", "O", "O", "Cl", "O", "O", "O", "O"],
  "xyz": [[2.838, -3.063, 1.179], [3.071, 0.766, -1.695], [-0.589, 2.401, 0.777], [-1.370, -1.475, -2.494], [0.636, -0.396, 0.198], [1.283, 0.666, -0.652], [-0.021, 0.333, 1.241], [-0.322, -0.948, -0.720], [1.774, -1.258, 0.548], [2.306, 3.064, 1.908], [2.473, 2.116, 2.921], [0.954, 3.644, 2.009], [3.160, 4.290, 1.956], [2.487, 2.493, 0.596], [1.302, -3.605, -1.654], [1.984, -2.344, -2.043], [1.599, -3.653, -0.203], [-0.152, -3.460, -1.772], [1.908, -4.842, -2.126], [-1.438, 1.727, -2.152], [-1.128, 0.451, -2.821], [-0.138, 2.435, -1.832], [-2.123, 2.589, -2.965], [-2.149, 1.397, -0.972], [-3.633, -0.696, 2.083], [-2.826, 0.489, 2.099], [-3.489, -1.186, 3.396], [-5.029, -0.338, 2.188], [-3.368, -1.596, 1.002]],
  "mulliken_charge": [1.578, 1.152, 1.534, 1.729, 0.579, -0.485, -0.664, -0.181, -0.572, 1.660, -0.493, -0.742, -0.574, -0.605, 1.656, -0.588, -0.689, -0.605, -0.472, 1.898, -0.792, -0.671, -0.550, -0.671, 1.657, -0.534, -0.499, -0.503, -0.555]
}

=====

# 3
{
  "formula": "Cl4Li3O16",
  "method": "wB97M-V/def2-TZVPD",
  "homo_energy_ev": -8.2,
  "total_charge": -1,
  "largest_force_ha_per_bohr": 0.0829,
  "total_energy_ev": -83443.877,
  "relative_energy_ev": 0.389,
  "elements": ["Li", "Li", "Li", "Cl", "O", "O", "O", "O", "Cl", "O", "O", "O", "O", "Cl", "O", "O", "O", "O", "Cl", "O", "O", "O", "O"],
  "xyz": [[-0.960, -1.162, -2.039], [0.000, -0.746, 2.207], [0.391, 2.173, -0.218], [0.865, 0.871, -2.780], [1.064, 0.929, -1.374], [2.120, 1.094, -3.385], [0.372, -0.478, -3.128], [-0.071, 1.929, -3.124], [0.300, -3.064, -0.169], [-0.082, -2.794, -1.571], [-0.124, -1.831, 0.550], [-0.425, -4.125, 0.428], [1.699, -3.186, -0.001], [-2.494, 0.734, 0.075], [-2.056, -0.128, 1.150], [-2.014, 0.264, -1.345], [-3.973, 0.867, -0.096], [-1.826, 2.077, 0.233], [1.496, 1.307, 2.956], [2.261, 0.121, 3.232], [1.942, 1.744, 1.678], [0.047, 0.918, 2.908], [1.469, 2.487, 3.811]],
  "mulliken_charge": [1.004, 0.953, 0.866, 1.862, -0.680, -0.641, -0.759, -0.677, 1.727, -0.784, -0.679, -0.605, -0.607, 1.560, -0.552, -0.724, -0.604, -0.698, 1.670, -0.615, -0.616, -0.784, -0.617]
}

=====

# 4
{
  "formula": "Cl4O16Ti",
  "method": "wB97M-V/def2-TZVPD",
  "homo_energy_ev": [1.6, -0.9],
  "total_charge": -3,
  "largest_force_ha_per_bohr": 0.1898,
  "total_energy_ev": -105930.070,
  "s_squared": 3.7508,
  "relative_energy_ev": 0.000,
  "spin_multiplicity": 4,
  "elements": ["Ti", "Cl", "O", "O", "O", "O", "Cl", "O", "O", "O", "O", "Cl", "O", "O", "O", "O", "Cl", "O", "O", "O", "O"],
  "xyz": [[-4.801, -6.383, 26.869], [-2.974, -7.940, 24.724], [-2.769, -7.890, 26.147], [-4.361, -7.680, 24.227], [-2.229, -6.855, 24.164], [-2.555, -9.083, 24.172], [-3.205, -6.539, 31.960], [-4.014, -5.449, 32.467], [-2.374, -7.118, 32.990], [-4.174, -7.440, 31.319], [-2.195, -5.873, 31.199], [-7.256, -8.972, 28.323], [-8.007, -8.632, 29.508], [-6.650, -10.292, 28.295], [-7.703, -8.704, 26.906], [-6.108, -8.259, 28.292], [-4.421, -2.676, 28.355], [-4.963, -3.467, 27.273], [-4.507, -1.231, 28.136], [-4.856, -2.856, 29.735], [-2.957, -2.948, 28.568]],
  "lowdin_spin": [2.801, 0.013, 0.033, 0.031, 0.005, 0.002, 0.001, 0.000, 0.000, 0.002, 0.001, 0.007, 0.001, 0.002, 0.010, 0.040, 0.007, 0.037, 0.001, 0.001, 0.004]
}

=====

# 5
{
  "formula": "Cl5HOSi2",
  "method": "wB97M-V/def2-TZVPD",
  "homo_energy_ev": -11.0,
  "largest_force_ha_per_bohr": 0.1186,
  "total_energy_ev": -80439.723,
  "relative_energy_ev": 0.000,
  "smiles": "Cl[SiH](Cl)O[Si](Cl)(Cl)Cl",
  "elements": ["O", "Si", "Si", "Cl", "Cl", "Cl", "Cl", "Cl", "H"],
  "xyz": [[-1.799, 0.043, -0.406], [-0.425, 0.921, -0.141], [-3.748, -0.001, -0.126], [-0.071, 1.432, 1.765], [-0.481, 2.627, -1.151], [-4.009, 1.026, 1.502], [-4.228, 0.746, -1.885], [-4.143, -1.960, 0.150], [0.402, 0.005, -0.713]],
  "mulliken_charge": [-0.264, 0.500, 0.761, -0.204, -0.206, -0.125, -0.134, -0.167, -0.160]
}

=====

# 6
{
  "formula": "ClCo",
  "method": "wB97M-V/def2-TZVPD",
  "homo_energy_ev": [-16.8, -16.6],
  "total_charge": 1,
  "largest_force_ha_per_bohr": 0.0655,
  "total_energy_ev": -50137.915,
  "s_squared": 3.7605,
  "relative_energy_ev": 0.000,
  "spin_multiplicity": 4,
  "elements": ["Co", "Cl"],
  "xyz": [[2.512, -19.133, -2.695], [4.038, -20.248, -4.159]],
  "lowdin_spin": [2.597, 0.403]
}

=====

# 7
{
  "formula": "ClF3O4Sr4",
  "method": "wB97M-V/def2-TZVPD",
  "homo_energy_ev": -17.6,
  "total_charge": 4,
  "largest_force_ha_per_bohr": 0.0965,
  "total_energy_ev": -32155.212,
  "relative_energy_ev": 12.556,
  "elements": ["Sr", "Sr", "Sr", "Sr", "F", "F", "F", "Cl", "O", "O", "O", "O"],
  "xyz": [[0.092, -0.696, 3.495], [-4.627, -1.895, 0.841], [3.503, -3.214, -1.069], [1.194, 5.177, -0.622], [-2.347, -3.243, 2.981], [-0.247, 3.349, 2.150], [3.319, 0.401, 1.844], [-0.198, 0.057, -1.962], [-0.757, -0.727, -0.744], [0.723, 1.162, -1.561], [0.566, -0.915, -2.605], [-1.221, 0.544, -2.750]],
  "mulliken_charge": [1.833, 1.900, 1.939, 1.906, -0.853, -0.893, -0.860, 1.568, -0.752, -0.613, -0.610, -0.564]
}

=====

# 8
{
  "formula": "ClFHN2O",
  "method": "wB97M-V/def2-TZVPD",
  "homo_energy_ev": -4.8,
  "total_charge": -1,
  "largest_force_ha_per_bohr": 0.0899,
  "total_energy_ev": -20283.677,
  "relative_energy_ev": 1.130,
  "elements": ["N", "N", "O", "F", "Cl", "H"],
  "xyz": [[1.153, -1.788, 0.093], [0.170, -1.422, 0.434], [2.199, -2.055, -0.289], [0.018, 1.236, -0.175], [-2.429, 2.012, -0.068], [-1.111, 2.018, 0.006]],
  "mulliken_charge": [0.767, -0.182, -0.599, -0.789, -0.516, 0.319]
}